# 1
C35H27BrCeN7O4 as an isolated structure, computed with ωB97M-V/def2-TZVPD.

Values from the calculation:
- HOMO (Eh) = -0.5421
- electronic energy (eV) = -138300.885
- LUMO energy (eV) = -11.0
- ΔE to the lowest compared entry with this formula, charge and spin (kcal per mole) = 59.4
- charge = +3
- frontier orbital gap (eV) = 3.787

XYZ file:
```
75
Properties=species:S:1:pos:R:3:forces:R:3:lowdin_charge:R:1
Ce 0.106 0.279 -0.297 -0.175 -0.060 0.553 1.585
Br 0.363 -7.130 -0.480 0.013 -0.060 -0.029 0.884
O -0.440 -1.442 1.357 -0.144 0.227 -0.184 -0.085
O 2.136 0.113 -0.953 0.273 0.078 0.128 -0.208
O -0.253 -1.944 -1.230 0.111 -0.110 0.089 -0.245
O 0.493 0.821 -2.395 -0.086 0.290 -0.261 -0.185
N -2.187 0.801 -1.007 0.076 -0.089 -0.276 -0.009
N -0.112 -2.338 3.966 -0.239 0.227 -0.074 0.118
N 1.731 0.897 -2.850 0.025 -0.018 -0.195 -0.111
N 2.651 0.521 -2.089 -0.081 -0.148 -0.029 0.137
N 1.280 1.654 1.405 -0.005 -0.075 -0.172 -0.015
N -0.481 2.654 -0.272 0.055 0.103 -0.099 0.042
N -1.224 -4.306 4.037 -0.016 0.084 -0.003 0.224
C -0.127 -3.056 -0.370 -0.033 0.025 -0.145 -0.174
C 0.052 -4.347 -0.826 0.061 -0.021 0.144 -0.031
C -1.482 4.373 -1.583 0.011 -0.001 0.097 0.054
C 0.129 -5.375 0.114 -0.012 0.115 0.043 -0.653
C -2.007 -3.253 7.506 0.017 0.034 0.003 -0.050
C 0.396 3.541 0.233 0.063 0.028 0.045 -0.153
C 1.360 2.987 1.217 0.003 0.013 -0.020 -0.170
C 2.298 3.751 1.888 -0.044 -0.024 -0.003 0.050
C -0.243 -2.244 -2.657 -0.085 0.084 0.046 0.022
C -1.370 -3.656 5.266 -0.009 -0.108 0.027 -0.203
C -2.337 1.993 -1.623 0.087 0.131 0.012 -0.183
C -0.222 -2.786 0.985 0.158 -0.135 -0.085 -0.151
C -1.274 -2.056 7.496 -0.027 -0.019 0.045 -0.057
C -2.068 -4.070 6.397 0.022 0.021 -0.012 0.015
C -0.468 -3.543 3.332 0.105 -0.161 -0.045 -0.280
C 0.019 -5.111 1.469 0.006 -0.051 -0.028 -0.022
C 1.103 2.164 -6.257 -0.041 -0.010 0.044 -0.036
C 0.868 1.713 -4.967 0.047 0.070 -0.198 -0.002
C -0.589 -1.629 6.373 -0.046 -0.016 -0.036 -0.018
C -0.153 -3.807 1.920 -0.258 0.124 0.032 -0.059
C -3.002 -0.212 -1.341 -0.038 -0.097 0.066 -0.070
C -4.109 1.117 -2.968 0.019 -0.002 0.010 0.028
C -3.282 2.177 -2.616 -0.064 -0.034 0.091 0.048
C 2.145 1.063 2.236 0.079 -0.116 0.038 -0.080
C -0.562 5.284 -1.084 -0.009 -0.014 -0.015 0.038
C 3.484 1.937 -5.928 0.026 -0.020 0.055 -0.024
C -0.667 -2.454 5.261 0.124 0.058 0.030 -0.188
C 3.281 1.481 -4.636 0.006 0.065 -0.194 0.010
C -1.412 3.058 -1.157 -0.084 -0.048 -0.077 -0.167
C -3.975 -0.099 -2.315 -0.041 0.081 0.073 0.016
C 0.390 4.868 -0.167 -0.095 -0.010 0.047 0.054
C 3.190 3.128 2.752 0.006 -0.004 0.005 0.028
C 3.123 1.754 2.925 -0.110 0.045 0.018 0.015
C 2.402 2.276 -6.733 0.006 -0.001 -0.004 -0.021
C 1.969 1.383 -4.193 0.009 -0.132 0.343 -0.158
H -0.383 -1.296 -3.166 0.003 -0.020 -0.002 0.093
H -2.526 -3.539 8.411 -0.005 -0.002 0.002 0.118
H 0.714 -2.685 -2.924 -0.022 -0.021 -0.035 0.125
H 0.819 -1.960 3.856 0.063 -0.127 0.070 0.155
H -2.241 4.697 -2.279 -0.004 -0.003 -0.004 0.130
H -0.139 1.619 -4.588 0.010 -0.017 0.038 0.112
H -2.619 -5.000 6.401 -0.002 -0.012 -0.011 0.126
H -0.594 6.317 -1.403 0.006 0.004 0.001 0.142
H -0.027 -0.704 6.380 0.010 0.002 -0.016 0.110
H -0.748 -1.428 2.299 0.219 -0.065 0.110 0.138
H 2.345 4.821 1.749 0.006 0.003 -0.001 0.129
H -1.245 -1.454 8.394 0.004 0.008 -0.002 0.116
H 2.059 -0.014 2.341 0.011 0.004 -0.017 0.125
H 0.037 -5.913 2.194 0.001 -0.002 0.003 0.133
H -1.072 -2.912 -2.884 0.047 -0.051 -0.002 0.125
H -4.615 -0.940 -2.541 -0.012 0.006 -0.007 0.136
H 0.269 2.425 -6.893 -0.003 0.000 0.002 0.123
H -2.872 -1.137 -0.791 0.022 -0.019 -0.047 0.136
H -4.857 1.247 -3.740 -0.008 -0.003 -0.008 0.140
H 2.575 2.627 -7.741 0.000 0.001 -0.005 0.128
H 4.493 2.025 -6.307 0.000 0.002 -0.003 0.128
H 0.137 -4.582 -1.875 -0.003 -0.008 -0.012 0.114
H -3.389 3.132 -3.110 -0.005 0.001 -0.002 0.129
H 1.103 5.574 0.229 0.000 0.000 0.011 0.130
H 3.932 3.713 3.278 0.007 0.000 0.003 0.140
H 3.803 1.228 3.578 0.004 0.010 0.009 0.135
H 4.117 1.212 -4.007 -0.014 -0.010 0.029 0.124
```
Forces are in eV/Å.

# 2
C35H27CrFeO5 as an isolated structure, computed with ωB97M-V/def2-TZVPD.

Values from the calculation:
- HOMO (spin up / spin down) (Eh) = -0.5021 / -0.5021
- electronic energy (eV) = -109759.465
- LUMO energy (spin up / spin down) (eV) = -6.8 / -8.3
- ΔE to the lowest compared entry with this formula, charge and spin (kcal per mole) = 0.0
- charge = +2
- 2S+1 = 2
- frontier orbital gap (spin up / spin down) (eV) = 6.865 / 5.410
- <S²> = 0.76

XYZ file:
```
69
Properties=species:S:1:pos:R:3:forces:R:3:mulliken_spin:R:1
Fe 2.673 0.591 2.883 -1.779 -2.294 1.053 -0.001
Cr -1.756 -4.164 -0.062 1.506 -1.903 1.450 1.067
O 0.413 1.561 4.554 3.009 -1.613 -1.547 0.000
O 1.807 -2.228 3.369 1.420 2.773 -0.795 0.000
O 0.733 -2.622 0.692 -3.353 -1.327 -0.835 -0.018
O 0.589 -5.962 -0.844 -3.676 2.121 0.625 0.045
O -1.050 -5.210 2.728 -1.708 1.215 -3.666 0.049
C -1.393 3.554 -0.730 0.402 0.073 0.138 0.000
C 1.585 0.570 -0.037 -0.951 0.229 0.738 -0.002
C -1.731 1.268 -5.099 0.053 0.388 0.341 0.000
C -3.640 -5.084 -0.616 -1.097 -0.285 -0.313 0.059
C -3.358 -2.786 0.125 -0.353 1.492 0.571 0.017
C 0.858 1.202 -1.203 2.710 -0.639 -0.366 0.001
C -0.995 2.360 -5.580 -0.077 -0.280 0.170 0.000
C -0.289 -3.108 0.394 3.548 1.399 0.874 -0.034
C 4.655 0.713 2.220 0.051 0.115 0.302 0.000
C 2.216 -1.178 3.086 -1.651 -2.222 0.410 0.001
C -1.588 1.782 0.883 0.250 0.479 0.022 0.000
C -1.449 4.505 0.288 -0.354 -0.188 -0.005 0.000
C -1.836 -1.210 -1.108 -0.279 0.184 -0.102 0.003
C -0.140 2.748 -3.355 0.001 -0.180 -0.247 0.000
C 1.319 1.117 3.970 -3.112 1.729 0.978 0.000
C -1.244 2.199 -0.408 -1.058 0.080 0.416 0.001
C -1.541 4.088 1.618 0.190 -0.096 0.084 0.000
C 4.542 -0.090 3.401 0.683 1.155 0.179 0.000
C 1.313 0.927 1.347 1.141 0.895 -0.143 0.000
C -1.681 2.727 1.908 -0.376 -0.001 -0.179 0.000
C -0.858 1.647 -2.864 0.059 -0.247 -0.422 0.001
C -1.448 -4.843 1.697 1.778 -1.265 4.397 -0.070
C -0.200 3.102 -4.702 -0.301 -0.069 0.223 0.000
C -1.680 0.930 -3.737 0.306 0.141 -0.232 0.001
C 4.130 2.012 2.508 0.292 -0.025 0.457 0.000
C 3.949 0.714 4.430 1.041 0.384 -0.073 0.000
C 3.701 2.026 3.875 1.128 -0.009 -0.321 0.000
C 2.612 -0.416 -0.404 0.524 0.008 -0.813 0.002
C -1.223 -0.164 -1.180 -0.538 -0.395 -0.249 -0.004
C -0.369 -5.334 -0.628 4.311 -2.329 -0.962 -0.068
C -3.883 -4.068 0.321 -0.619 -0.403 0.130 -0.027
C -2.397 -3.495 -1.969 0.339 1.193 -1.298 0.043
C -0.639 1.205 -1.396 -1.769 0.001 0.088 -0.002
C -2.594 -2.471 -1.020 0.297 1.170 -0.502 0.002
C -2.919 -4.780 -1.777 -0.265 -0.609 -0.183 -0.043
H -2.254 0.085 -3.356 0.132 0.262 -0.255 0.000
H -1.465 3.868 -1.772 0.338 -0.020 0.430 0.000
H 4.141 2.864 1.834 -0.154 -0.224 0.151 0.000
H -1.457 5.566 0.025 -0.077 -0.363 0.179 0.000
H -3.505 -2.012 0.883 0.037 -0.316 -0.268 -0.002
H -4.445 -4.291 1.229 0.245 0.090 -0.251 -0.008
H 3.811 0.420 5.463 -0.131 0.009 -0.225 0.000
H -3.991 -6.104 -0.432 0.139 0.441 -0.076 -0.001
H -1.041 2.631 -6.635 0.003 -0.102 0.301 0.000
H 3.581 -0.219 0.085 -0.640 -0.035 0.056 0.000
H -1.535 4.820 2.425 -0.112 -0.187 -0.215 0.000
H 3.357 2.900 4.416 -0.131 -0.226 -0.123 0.000
H 2.774 -0.413 -1.493 -0.066 -0.202 0.420 0.000
H -1.886 2.396 2.926 0.036 0.157 -0.235 0.000
H 2.315 -1.432 -0.104 0.018 0.296 0.114 0.000
H -2.720 -5.561 -2.512 0.011 0.228 0.218 -0.007
H 4.942 -1.091 3.520 -0.341 0.076 -0.056 0.000
H 5.166 0.422 1.308 -0.218 0.016 0.164 0.000
H 1.156 2.025 1.478 -0.872 -0.845 -0.761 0.000
H -1.780 0.722 1.066 0.344 0.285 0.147 0.000
H 1.281 0.720 -2.094 -0.114 0.174 0.057 0.000
H 1.253 2.230 -1.246 -0.243 -0.065 0.161 0.000
H 0.355 3.979 -5.038 -0.165 -0.320 -0.021 0.000
H -2.369 0.688 -5.767 0.217 0.205 0.139 0.000
H 0.466 3.352 -2.679 -0.056 -0.153 -0.305 0.000
H 0.433 0.372 1.733 0.299 0.098 -0.420 0.000
H -1.781 -3.275 -2.844 -0.222 -0.126 0.279 -0.003
```
Forces are in eV/Å.